# 1
Molecular formula: C17H52Ag4N12O10
Method: DFT, the ωB97M-V functional and the def2-TZVPD basis

Geometry (Å):
Ag: 12.473 11.216 16.251
Ag: 15.102 10.098 12.065
Ag: 12.480 13.953 11.859
Ag: 15.714 13.403 6.412
O: 11.077 10.441 11.779
C: 10.535 10.213 10.462
C: 11.194 10.842 9.155
O: 12.529 11.285 9.080
H: 9.508 10.518 10.667
H: 10.502 9.146 10.241
H: 10.670 11.758 8.882
H: 10.978 10.206 8.297
C: 2.623 6.561 3.609
C: 3.503 5.370 3.607
C: 4.138 5.168 4.978
O: 4.955 6.267 5.404
C: 5.724 6.136 6.608
N: 2.774 4.155 3.274
H: 3.288 7.412 3.758
H: 1.760 6.662 4.268
H: 2.075 6.570 2.666
H: 4.349 5.383 2.920
H: 4.675 4.221 5.036
H: 3.388 5.174 5.768
H: 4.987 6.317 7.391
H: 6.504 6.895 6.665
H: 6.110 5.121 6.703
H: 2.386 3.789 4.131
H: 1.929 4.350 2.756
C: 11.829 5.825 3.982
C: 11.098 4.503 3.564
C: 11.177 3.261 4.508
O: 12.477 2.830 4.940
C: 13.452 2.429 3.987
N: 9.749 4.866 3.301
H: 11.266 6.205 4.834
H: 12.046 6.570 3.217
H: 12.842 5.682 4.356
H: 11.513 4.150 2.620
H: 10.600 2.397 4.178
H: 10.703 3.614 5.425
H: 13.280 1.520 3.411
H: 14.396 2.415 4.532
H: 13.584 3.145 3.176
H: 9.404 4.067 2.788
H: 9.274 4.921 4.191
C: 4.334 9.455 14.969
C: 4.853 8.849 13.628
O: 5.820 7.942 14.004
H: 5.079 9.937 15.603
H: 4.030 8.761 15.753
H: 3.527 10.172 14.818
H: 5.352 9.588 13.002
H: 4.107 8.412 12.964
H: 6.613 8.307 13.604
C: 10.979 6.309 16.883
O: 11.479 7.296 17.325
N: 11.189 5.899 15.626
N: 10.201 5.453 17.528
H: 10.495 5.221 15.345
H: 11.661 6.485 14.953
H: 9.776 5.743 18.397
H: 9.908 4.597 17.079
C: 16.309 6.622 8.140
O: 17.316 5.915 8.302
N: 16.244 7.887 7.955
N: 15.101 6.163 8.068
H: 17.092 8.416 8.105
H: 15.411 8.397 8.211
H: 14.964 5.162 8.036
H: 14.362 6.795 7.796
C: 5.928 13.411 6.213
O: 5.180 13.175 5.283
N: 6.280 14.577 6.664
N: 6.450 12.445 6.930
H: 5.902 15.271 6.035
H: 7.238 14.656 6.972
H: 6.064 11.524 6.784
H: 7.246 12.560 7.542
C: 10.979 14.419 4.155
O: 10.473 15.032 3.238
N: 11.319 13.191 4.115
N: 11.252 14.881 5.331
H: 11.060 12.827 3.209
H: 11.550 12.634 4.924
H: 11.451 15.867 5.419
H: 11.473 14.277 6.110
C: 7.772 16.307 11.986
O: 8.705 16.507 11.217
N: 7.105 17.234 12.585
N: 7.228 15.156 12.044
H: 7.565 18.103 12.815
H: 6.250 16.925 13.025
H: 7.801 14.361 11.801
H: 6.416 14.993 12.622

Values from the calculation:
Net charge: +2
Electronic energy in eV: -72794.58639
Frontier orbital gap in eV: 2.16
LUMO energy in eV: -9.1519

---

# 2
Molecular formula: CH4N2O2
Method: DFT, the ωB97M-V functional and the def2-TZVPD basis

Geometry (Å):
C: -0.617 -0.752 -0.014
N: 2.111 0.241 -0.207
N: -0.162 0.483 -0.533
O: -0.608 1.516 0.363
O: 2.058 -0.807 0.273
H: -1.221 -0.502 0.980
H: -1.303 -1.127 -0.886
H: 0.345 -1.428 0.074
H: -0.602 2.376 -0.051

Values from the calculation:
Relative energy (zero: lowest compared OMol25 entry of this formula, charge and spin) in kJ/mol: 553.2
Electronic energy in eV: -8170.95149
Frontier orbital gap (spin up / spin down) in eV: 8.82 / 7.98
LUMO energy (spin up / spin down) in eV: 0.1816 / -0.3142

---

# 3
Molecular formula: BrH3N2
Method: DFT, the ωB97M-V functional and the def2-TZVPD basis

Geometry (Å):
N: -0.854 0.818 -0.145
N: 0.471 -0.702 0.094
Br: 2.064 0.064 0.464
H: -1.270 -0.045 -0.387
H: -0.946 1.038 0.819
H: 0.534 -1.173 -0.845

Values from the calculation:
Relative energy (zero: lowest compared OMol25 entry of this formula, charge and spin) in kJ/mol: 235.7
Electronic energy in eV: -73067.05852
Frontier orbital gap (spin up / spin down) in eV: 8.57 / 8.64
LUMO energy (spin up / spin down) in eV: -0.7356 / -0.6837

---

Largest force on an atom for every record listed, in sequence, given in Eh/bohr: 0.144, 0.052, 0.088.